{
  "formula": "C3H7NOS",
  "method": "the ωB97M-V functional and the def2-TZVPD basis",
  "species": ["H", "C", "H", "H", "O", "N", "H", "H", "H", "H", "C", "C", "S"],
  "xyz": [[1.9117, 1.3010, -0.5836], [-0.6994, -0.9540, -0.8152], [1.8106, 1.6785, 1.0427], [0.3334, -1.3681, -1.0645], [-0.7617, 2.3365, 0.8987], [1.4522, 1.1703, 0.2680], [-1.4648, -1.8561, -0.8389], [-1.4041, -0.6220, 1.5070], [-1.4345, 0.7793, -1.8418], [0.2410, -1.0008, 1.7427], [-1.2520, 0.4568, -0.9215], [-0.4409, -0.3961, 1.0601], [-0.2482, 1.1466, 0.2151]],
  "orbital_gap_ev": 9.0,
  "relative_energy_kj_mol": 606.4,
  "charge": 0,
  "total_energy_ev": -17591.64418,
  "max_force_ev_per_a": 4.50,
  "molar_mass_g_mol": 105.16
}



{
  "formula": "C3H7NOS",
  "method": "the ωB97M-V functional and the def2-TZVPD basis",
  "species": ["C", "O", "C", "H", "N", "H", "H", "H", "H", "S", "H", "H", "C"],
  "xyz": [[-2.5599, -0.9843, -0.0867], [-0.6925, -0.0827, -0.5174], [0.2032, 0.7597, 0.1999], [3.3268, -0.3570, 1.1602], [-1.8118, -0.1243, 0.3965], [-0.1242, 1.7548, -0.0183], [-3.5781, -1.2093, 0.4447], [1.3427, 0.2120, -1.4247], [0.0125, 0.5813, 1.3707], [2.6283, -0.9242, 0.0301], [2.0924, 1.5837, -0.2835], [-2.4335, -1.7499, -0.9159], [1.5943, 0.5401, -0.3557]],
  "smiles": "C=NOCCS",
  "orbital_gap_ev": 10.1,
  "relative_energy_kj_mol": 399.9,
  "charge": 0,
  "total_energy_ev": -17593.78441,
  "max_force_ev_per_a": 5.78,
  "molar_mass_g_mol": 105.16
}



{
  "formula": "C3H7NOS",
  "method": "the ωB97M-V functional and the def2-TZVPD basis",
  "species": ["N", "H", "S", "O", "C", "H", "H", "C", "H", "C", "H", "H", "H"],
  "xyz": [[0.6455, 1.4181, 0.5526], [-0.8373, 0.2725, 1.1234], [-2.0146, -1.0403, -0.8461], [1.5253, -0.9376, 1.9230], [-0.5231, -0.1146, -1.0120], [-2.7753, -0.2791, -1.6403], [1.0851, 1.5340, 1.4570], [0.0132, 0.1502, 0.4326], [0.2966, -0.5517, -1.5971], [0.9169, -1.0220, 0.9236], [-0.6663, 0.8520, -1.4833], [0.9694, -1.9303, 0.2988], [1.3647, 1.6487, -0.1322]],
  "orbital_gap_ev": [10.2, 4.7],
  "s_squared": 0.7561,
  "relative_energy_kj_mol": 126.9,
  "charge": 1,
  "total_energy_ev": -17587.28657,
  "max_force_ev_per_a": 2.70,
  "molar_mass_g_mol": 105.16,
  "multiplicity": 2
}



{
  "formula": "C3H7NOS2",
  "method": "the ωB97M-V functional and the def2-TZVPD basis",
  "species": ["H", "H", "C", "O", "S", "C", "H", "N", "H", "S", "H", "H", "C", "H"],
  "xyz": [[4.4404, -1.1645, 0.6587], [-1.9027, 2.0561, -0.0453], [0.6804, -0.4263, 0.2369], [-2.3843, -1.0611, -0.0334], [3.6044, -0.1219, 0.7018], [-1.7501, -0.0359, -0.1674], [0.3530, -1.2115, 0.9171], [-2.2475, 1.1618, 0.2463], [0.9607, 0.4092, 0.8759], [2.2229, -0.9782, -0.5812], [-0.1678, 0.9960, -1.1312], [-0.3336, -0.6897, -1.6453], [-0.3665, -0.0167, -0.7931], [-3.1095, 1.0827, 0.7604]],
  "smiles": "NC(=O)CCSS",
  "orbital_gap_ev": 9.0,
  "relative_energy_kj_mol": 25.5,
  "charge": 0,
  "total_energy_ev": -28432.97782,
  "max_force_ev_per_a": 0.71,
  "molar_mass_g_mol": 137.23
}



{
  "formula": "C3H7NS",
  "method": "the ωB97M-V functional and the def2-TZVPD basis",
  "species": ["H", "C", "H", "H", "C", "H", "N", "H", "H", "H", "C", "S"],
  "xyz": [[0.7679, -0.3342, 1.5254], [-0.5161, -1.1484, -0.0674], [-0.0475, 1.5972, -0.7427], [-0.5287, 1.6090, 0.9315], [-0.2981, 0.9676, 0.1139], [2.2762, 0.9276, -0.8897], [-1.4461, 0.0157, -0.0913], [-0.7703, -1.7815, 0.7932], [-2.0939, 0.2003, -0.8963], [-0.3652, -1.7097, -1.0442], [0.6266, -0.1968, 0.4300], [2.3951, -0.1467, -0.0624]],
  "smiles": "SC1CNC1",
  "orbital_gap_ev": 9.9,
  "relative_energy_kj_mol": 139.1,
  "charge": 0,
  "total_energy_ev": -15548.20392,
  "max_force_ev_per_a": 1.71,
  "molar_mass_g_mol": 89.16
}



{
  "formula": "C3H7NS",
  "method": "the ωB97M-V functional and the def2-TZVPD basis",
  "species": ["S", "C", "H", "H", "H", "C", "H", "H", "H", "N", "H", "C"],
  "xyz": [[-2.7550, -0.5426, -0.0571], [1.3929, -0.5941, -0.1044], [1.9392, -1.6537, 1.0457], [0.2064, 1.2808, -0.6934], [-0.1745, 1.4518, 0.9215], [-0.6335, 1.3367, -0.0066], [1.8605, -0.7052, -1.3781], [-0.4395, -2.0275, 0.3827], [-1.3164, 2.0819, -0.2884], [-0.2322, -0.9291, -0.2225], [1.3850, 0.2889, 0.5529], [-1.2327, 0.0121, -0.1523]],
  "orbital_gap_ev": 8.3,
  "relative_energy_kj_mol": 510.3,
  "charge": 0,
  "total_energy_ev": -15544.35679,
  "max_force_ev_per_a": 6.06,
  "molar_mass_g_mol": 89.16
}



{
  "formula": "C3H7NS",
  "method": "the ωB97M-V functional and the def2-TZVPD basis",
  "species": ["H", "H", "H", "H", "C", "S", "N", "C", "H", "H", "C", "H"],
  "xyz": [[-1.8333, -0.8136, 1.0066], [0.6750, -0.6497, 1.2304], [-1.5972, 1.2342, -1.0640], [3.4539, 0.3435, 0.6037], [0.9146, 0.1693, 0.4999], [2.5572, -0.0180, -0.3410], [-1.3796, 0.8746, -0.1840], [-1.5187, -0.6266, -0.0808], [0.7524, 1.1958, 0.9783], [-1.8646, -1.4287, -0.6733], [-0.2043, -0.0466, -0.4486], [0.0447, -0.2341, -1.5273]],
  "smiles": "SC[C@H]1CN1",
  "orbital_gap_ev": 10.1,
  "relative_energy_kj_mol": 199.4,
  "charge": 0,
  "total_energy_ev": -15547.57829,
  "max_force_ev_per_a": 3.51,
  "molar_mass_g_mol": 89.16
}



{
  "formula": "C3H7NS",
  "method": "the ωB97M-V functional and the def2-TZVPD basis",
  "species": ["C", "H", "H", "H", "C", "C", "S", "H", "H", "H", "H", "N"],
  "xyz": [[0.1105, -0.1625, -0.0270], [0.9120, 1.4653, -1.1446], [1.0021, 1.6498, 0.6054], [-1.6266, 0.1731, 1.1693], [-0.9260, -0.6204, 0.9311], [0.3785, 1.2864, -0.2133], [-0.1771, -1.3443, -2.0158], [-0.4315, -0.9395, 1.8517], [1.8187, -0.7474, -0.9158], [-1.4561, -1.4880, 0.5483], [-0.5451, 1.8580, -0.2167], [0.9406, -1.1304, -0.5727]],
  "orbital_gap_ev": 7.6,
  "relative_energy_kj_mol": 173.9,
  "charge": 0,
  "total_energy_ev": -15547.84273,
  "max_force_ev_per_a": 2.83,
  "molar_mass_g_mol": 89.16
}



{
  "formula": "C3H7NS2",
  "method": "the ωB97M-V functional and the def2-TZVPD basis",
  "species": ["H", "N", "C", "C", "H", "H", "S", "S", "H", "H", "H", "C", "H"],
  "xyz": [[-1.7701, -0.4001, -1.4418], [-1.7583, -0.1943, -0.3728], [-3.1534, -0.3011, 0.1575], [0.7323, -0.1052, 0.1003], [-0.4971, -1.8278, -0.1024], [-0.7757, 1.7248, 0.0875], [2.1559, -0.9517, -0.0659], [0.6587, 1.6506, 0.0204], [-3.7489, 0.7345, -0.3160], [-3.0845, -0.6305, 1.3548], [-0.6693, -0.7796, 1.2698], [-0.6499, -0.8310, 0.2602], [-3.7532, -1.2190, -0.6215]],
  "orbital_gap_ev": 8.5,
  "relative_energy_kj_mol": 306.4,
  "charge": 0,
  "total_energy_ev": -26381.99985,
  "max_force_ev_per_a": 4.09,
  "molar_mass_g_mol": 121.23
}



{
  "formula": "C3H7NS2",
  "method": "the ωB97M-V functional and the def2-TZVPD basis",
  "species": ["C", "C", "H", "H", "S", "H", "H", "S", "N", "H", "H", "H", "C"],
  "xyz": [[1.2775, -0.9673, 1.6062], [-0.8952, 0.4883, -1.5527], [-0.2546, -1.4410, 0.2893], [0.6632, -0.4576, 2.4269], [-0.0980, 0.8946, 0.0547], [-0.4657, -0.4593, -1.9393], [2.3142, -0.4694, 1.7686], [-2.1384, 2.7324, -1.8149], [-1.6199, 1.2756, -2.2489], [1.4795, -2.1587, 1.7742], [1.2744, -1.1804, -0.4377], [-2.1013, 2.5576, -0.2930], [0.5641, -0.8148, 0.3667]],
  "smiles": "CCS/C=N\\S",
  "orbital_gap_ev": 9.1,
  "relative_energy_kj_mol": 212.3,
  "charge": 0,
  "total_energy_ev": -26382.97533,
  "max_force_ev_per_a": 4.86,
  "molar_mass_g_mol": 121.23
}



{
  "formula": "C3H7NS2",
  "method": "the ωB97M-V functional and the def2-TZVPD basis",
  "species": ["H", "C", "H", "H", "H", "C", "C", "S", "H", "S", "N", "H", "H"],
  "xyz": [[0.1564, -0.2802, 1.9764], [0.7437, -1.6402, -1.3769], [0.4344, 1.6004, 1.1322], [-0.0250, 1.2706, -0.6457], [1.3811, -0.1845, 0.3784], [0.3043, -0.1617, 0.7914], [-0.1630, 1.1600, 0.4266], [-0.3070, -1.6783, -0.0226], [-2.1015, 0.0082, 0.5286], [2.2793, -1.0188, -1.5007], [-1.6440, 1.3328, 0.7421], [-1.8583, 2.1204, -0.4535], [0.7995, -2.5287, -1.9765]],
  "orbital_gap_ev": 8.0,
  "relative_energy_kj_mol": 568.5,
  "charge": 0,
  "total_energy_ev": -26379.28280,
  "max_force_ev_per_a": 5.46,
  "molar_mass_g_mol": 121.23
}



{
  "formula": "C3H7NSi",
  "method": "the ωB97M-V functional and the def2-TZVPD basis",
  "species": ["N", "C", "H", "Si", "C", "C", "H", "H", "H", "H", "H", "H"],
  "xyz": [[3.1511, -0.1918, 0.5170], [-0.7849, 0.0519, -0.5253], [0.2959, 0.0001, 1.4878], [-2.5090, -0.0634, 0.0816], [2.4600, 0.3208, -0.3202], [0.2166, 0.0510, 0.3921], [-3.1458, 0.7598, 1.0836], [-0.4497, 0.1551, -1.5423], [-2.6633, -1.5389, 0.5717], [-3.4807, -0.0737, -1.1213], [4.1259, -0.3349, 0.5522], [2.7839, 0.8638, -1.1769]],
  "orbital_gap_ev": 8.6,
  "relative_energy_kj_mol": 502.4,
  "charge": 0,
  "total_energy_ev": -12586.51150,
  "max_force_ev_per_a": 3.62,
  "molar_mass_g_mol": 85.18
}



{
  "formula": "C3H7NSi",
  "method": "the ωB97M-V functional and the def2-TZVPD basis",
  "species": ["H", "H", "C", "C", "H", "C", "H", "N", "H", "H", "Si", "H"],
  "xyz": [[-0.6255, 1.6138, -0.6382], [1.0705, -1.4725, 1.5893], [1.6833, 0.4839, 1.0897], [-1.2139, 0.6914, -0.9326], [-0.9028, -2.0874, -0.5122], [0.6267, -0.5060, 1.1816], [-0.1426, -0.0424, 1.8951], [2.3706, 1.4085, 1.1559], [-1.2741, 0.7995, -2.0664], [-2.2292, 0.6593, -0.6095], [-0.1192, -0.7850, -0.4932], [0.7562, -0.7631, -1.6593]],
  "smiles": "C[SiH2]CC#N",
  "orbital_gap_ev": 11.9,
  "relative_energy_kj_mol": 20.7,
  "charge": 0,
  "total_energy_ev": -12591.50429,
  "max_force_ev_per_a": 2.35,
  "molar_mass_g_mol": 85.18
}



{
  "formula": "C3H7O",
  "method": "the ωB97M-V functional and the def2-TZVPD basis",
  "species": ["H", "H", "C", "C", "C", "O", "H", "H", "H", "H", "H"],
  "xyz": [[-2.6865, -1.4035, -1.6959], [-0.0789, -0.9061, -1.0804], [-2.3146, -1.0742, -0.6963], [2.0310, 1.0936, 0.7035], [-0.9854, -0.7929, -0.4924], [-3.1977, -1.0077, 0.2232], [1.2820, 1.7269, 0.2235], [1.4659, 0.3265, 1.2270], [2.5346, 0.5989, -0.1292], [-0.7796, -0.2433, 0.4277], [2.7291, 1.6818, 1.2893]],
  "orbital_gap_ev": 5.7,
  "relative_energy_kj_mol": 35.8,
  "charge": -1,
  "total_energy_ev": -5271.31785,
  "max_force_ev_per_a": 1.14,
  "molar_mass_g_mol": 59.09
}



{
  "formula": "C3H7O",
  "method": "the ωB97M-V functional and the def2-TZVPD basis",
  "species": ["H", "C", "H", "O", "C", "H", "H", "H", "H", "H", "C"],
  "xyz": [[0.0251, -1.2716, -1.3394], [-0.5940, -0.2908, 0.6053], [0.0693, 0.0258, 2.6203], [1.0837, 1.6995, -1.5328], [0.3052, -0.3204, 1.6230], [1.3423, -0.6007, 1.4291], [-1.7068, -1.0615, -1.0461], [-1.5482, 0.2124, 0.8452], [0.1821, 1.5135, -1.2151], [1.5532, 0.8881, -1.2976], [-0.7119, -0.7942, -0.6919]],
  "orbital_gap_ev": 6.0,
  "relative_energy_kj_mol": 122.4,
  "charge": -1,
  "total_energy_ev": -5270.42100,
  "max_force_ev_per_a": 1.65,
  "molar_mass_g_mol": 59.09
}



{
  "formula": "C3H7O2",
  "method": "the ωB97M-V functional and the def2-TZVPD basis",
  "species": ["O", "C", "C", "H", "H", "H", "C", "O", "H", "H", "H", "H"],
  "xyz": [[-0.6040, -1.1988, -1.1030], [-1.3879, -1.1572, -0.0853], [1.2560, 1.3014, -0.3263], [-0.8554, 0.6363, 0.9022], [-0.8134, -2.1376, 4.0597], [-2.0691, -0.5471, 1.8400], [-1.5552, -0.2025, 0.8967], [2.3702, 1.7419, -0.5156], [-1.7240, -2.2085, 0.1528], [-0.2587, -1.8277, 4.4678], [0.3392, 1.8819, -0.5053], [1.0287, 0.2133, -0.2207]],
  "orbital_gap_ev": 6.7,
  "relative_energy_kj_mol": 341.1,
  "charge": -1,
  "total_energy_ev": -7317.41681,
  "max_force_ev_per_a": 2.53,
  "molar_mass_g_mol": 75.09
}



{
  "formula": "C3H7O2",
  "method": "the ωB97M-V functional and the def2-TZVPD basis",
  "species": ["H", "C", "H", "C", "H", "H", "O", "C", "H", "H", "O", "H"],
  "xyz": [[0.0973, 1.3115, 0.0000], [-0.9943, 1.1629, 0.0000], [2.4607, -0.7946, 0.0000], [-1.4694, -0.3301, 0.0000], [2.8565, 0.7447, 0.0000], [-1.4105, 1.6415, -0.8889], [3.2324, -0.1724, 0.0000], [-0.5124, -1.3697, 0.0000], [-1.4105, 1.6415, 0.8890], [-0.0581, -1.7062, 0.8961], [-2.7336, -0.4230, 0.0000], [-0.0581, -1.7062, -0.8962]],
  "orbital_gap_ev": [10.2, 9.2],
  "s_squared": 0.7532,
  "relative_energy_kj_mol": 57.6,
  "charge": 0,
  "total_energy_ev": -7316.79289,
  "max_force_ev_per_a": 5.90,
  "molar_mass_g_mol": 75.09,
  "multiplicity": 2
}



{
  "formula": "C3H7O2Ru",
  "method": "the ωB97M-V functional and the def2-TZVPD basis",
  "species": ["H", "O", "Ru", "H", "O", "C", "H", "C", "H", "H", "H", "H", "C"],
  "xyz": [[-3.8245, -0.1761, -1.5856], [-0.2918, -0.8338, 0.0748], [1.1905, -1.5349, -1.1572], [-1.4019, -1.9355, -2.2815], [-2.5114, -0.6659, -0.0498], [-0.8792, -0.9719, -2.1876], [-1.1172, -1.0121, 0.8715], [-3.6406, 0.0287, -0.5172], [-3.5199, 1.1192, -0.3923], [-4.5063, -0.3043, 0.0679], [-0.9690, -0.3258, -3.0677], [-1.1113, 0.8059, -0.9448], [-1.1511, -0.2976, -0.9225]],
  "orbital_gap_ev": [8.0, 6.9],
  "s_squared": 12.0080,
  "relative_energy_kj_mol": 43.2,
  "charge": 1,
  "total_energy_ev": -9885.47982,
  "max_force_ev_per_a": 4.43,
  "molar_mass_g_mol": 176.16,
  "multiplicity": 7
}



{
  "formula": "C3H7O2S",
  "method": "the ωB97M-V functional and the def2-TZVPD basis",
  "species": ["H", "O", "O", "C", "H", "H", "H", "H", "H", "H", "C", "C", "S"],
  "xyz": [[1.8979, 1.8373, -2.7418], [1.2072, -0.2783, -1.1763], [-0.0458, 1.3610, -0.2996], [-0.4197, -2.1270, 1.1621], [-0.9004, 0.2113, 0.5734], [2.7710, 1.9409, -1.2276], [0.5750, -1.8134, 1.4704], [1.2742, 2.9416, -1.4725], [-0.2942, -2.4775, 0.1409], [-0.7999, -2.9359, 1.7865], [0.9042, 0.9082, -1.0159], [1.7764, 1.9965, -1.6711], [-1.6218, -0.7860, 1.2911]],
  "orbital_gap_ev": 8.2,
  "relative_energy_kj_mol": 12.0,
  "charge": -1,
  "total_energy_ev": -18156.48977,
  "max_force_ev_per_a": 0.67,
  "molar_mass_g_mol": 107.15
}



{
  "formula": "C3H7O2S",
  "method": "the ωB97M-V functional and the def2-TZVPD basis",
  "species": ["H", "O", "O", "H", "H", "H", "H", "C", "S", "C", "C", "H", "H"],
  "xyz": [[0.1685, -1.9921, -0.8485], [1.7565, -1.6846, -1.9213], [-0.5896, -0.4128, 3.4534], [1.0344, 0.9161, -1.7380], [-0.3690, 0.0747, -2.4440], [-0.8117, 1.8472, -0.3805], [0.3408, -0.1166, 3.1928], [0.2422, 0.2308, -1.5170], [0.3885, 1.0928, 1.1089], [-0.5728, 0.7400, -0.3212], [0.8281, -1.1388, -1.3024], [-1.4113, 0.2074, -0.1796], [-1.0047, 0.2358, 2.8973]],
  "orbital_gap_ev": 6.8,
  "relative_energy_kj_mol": 199.7,
  "charge": -1,
  "total_energy_ev": -18154.54505,
  "max_force_ev_per_a": 4.83,
  "molar_mass_g_mol": 107.15
}